# 1
Entry from OMol25: 9 unconnected molecules or ions with the total composition C45H110N6O13 at a distorted geometry (ωB97M-V/def2-TZVPD).

Geometry as XYZ:
```
174
C45H110N6O13 | OMol25 | ωB97M-V/def2-TZVPD
C 7.057 -4.751 -1.159
C 5.908 -5.206 -0.184
C 6.354 -6.486 0.587
C 5.717 -4.046 0.820
C 4.403 -4.163 1.600
C 3.193 -4.298 0.639
C 3.325 -5.371 -0.442
C 2.835 -6.703 0.146
C 2.262 -5.023 -1.555
N 4.713 -5.335 -1.024
O 4.827 -6.264 -2.018
H 7.989 -4.484 -0.660
H 7.224 -5.485 -1.947
H 6.775 -3.842 -1.690
H 5.532 -6.719 1.264
H 6.329 -7.383 -0.032
H 7.217 -6.356 1.240
H 6.528 -4.139 1.542
H 5.853 -3.129 0.246
H 4.511 -5.060 2.210
H 4.259 -3.355 2.318
H 2.866 -3.343 0.228
H 2.265 -4.553 1.151
H 1.771 -6.701 0.383
H 3.376 -7.042 1.029
H 3.016 -7.418 -0.657
H 2.533 -4.108 -2.083
H 1.288 -4.831 -1.105
H 2.173 -5.745 -2.367
H 4.404 -5.820 -2.757
C -8.138 4.405 3.781
C -7.490 4.473 2.290
C -8.519 4.897 1.172
C -6.391 5.601 2.200
C -5.134 5.150 3.065
C -4.558 3.826 2.576
C -5.664 2.633 2.536
C -5.067 1.426 1.691
C -5.903 2.108 3.995
N -6.861 3.162 1.839
O -7.879 2.221 1.683
H -7.466 4.291 4.632
H -8.776 5.255 4.024
H -8.838 3.570 3.753
H -9.010 5.858 1.321
H -8.087 4.840 0.173
H -9.363 4.210 1.247
H -5.984 5.672 1.191
H -6.729 6.601 2.470
H -4.321 5.872 2.979
H -5.299 5.054 4.138
H -3.714 3.564 3.215
H -4.154 4.094 1.600
H -4.305 0.912 2.277
H -4.587 1.855 0.812
H -5.794 0.716 1.296
H -5.224 1.344 4.373
H -6.909 1.690 4.035
H -6.007 2.887 4.751
H -7.695 1.880 0.805
C 6.198 5.306 0.297
O 7.538 5.360 0.820
C 7.823 6.560 1.447
C 9.192 6.479 2.076
N 10.281 6.280 1.105
C 11.620 6.531 1.683
C 12.716 6.353 0.627
O 12.755 4.982 0.236
C 13.783 4.815 -0.737
H 5.405 5.739 0.907
H 6.099 4.222 0.359
H 6.206 5.574 -0.760
H 7.108 6.801 2.233
H 7.791 7.334 0.681
H 9.027 5.793 2.907
H 9.346 7.475 2.492
H 10.194 5.482 0.492
H 11.798 5.863 2.526
H 11.607 7.550 2.069
H 13.713 6.590 0.999
H 12.562 7.012 -0.227
H 14.780 5.147 -0.447
H 13.634 5.380 -1.657
H 13.922 3.757 -0.958
C -10.094 -3.086 2.598
O -9.759 -3.542 1.275
C -10.863 -3.482 0.304
C -11.048 -2.041 -0.332
N -10.292 -1.659 -1.534
C -8.922 -2.139 -1.479
C -8.032 -1.261 -2.365
O -8.268 0.109 -2.187
C -7.301 0.872 -2.897
H -10.953 -3.591 3.041
H -10.221 -2.004 2.613
H -9.209 -3.239 3.215
H -11.777 -3.828 0.787
H -10.638 -4.171 -0.509
H -10.827 -1.323 0.457
H -12.127 -1.998 -0.478
H -10.177 -0.659 -1.620
H -8.810 -3.215 -1.614
H -8.565 -2.011 -0.458
H -8.201 -1.552 -3.402
H -6.982 -1.399 -2.107
H -7.473 1.924 -2.667
H -7.478 0.768 -3.967
H -6.259 0.638 -2.677
C 2.554 0.691 4.239
O 2.081 0.179 5.456
C 1.179 -0.964 5.295
C 1.290 -1.884 6.500
N 2.167 -2.977 6.234
C 2.328 -3.758 7.484
C 3.479 -4.780 7.288
O 4.689 -3.982 7.344
C 5.910 -4.720 7.128
H 1.786 1.355 3.843
H 2.778 -0.085 3.507
H 3.442 1.319 4.320
H 1.346 -1.469 4.344
H 0.181 -0.537 5.200
H 0.312 -2.312 6.717
H 1.556 -1.242 7.339
H 3.085 -2.725 5.896
H 1.401 -4.284 7.712
H 2.551 -3.021 8.256
H 3.323 -5.403 6.406
H 3.392 -5.493 8.108
H 5.925 -5.596 7.777
H 6.763 -4.052 7.250
H 5.930 -5.060 6.093
C -0.168 -0.494 -10.083
O -1.365 -0.406 -9.383
C -1.569 0.752 -8.496
C -2.751 0.636 -7.525
N -2.626 -0.358 -6.409
C -2.127 -1.633 -6.867
C -2.505 -2.725 -5.839
O -3.815 -3.224 -6.131
C -4.157 -4.370 -5.374
H -0.432 -1.068 -10.972
H 0.570 -0.993 -9.454
H 0.218 0.423 -10.528
H -1.678 1.663 -9.085
H -0.651 0.847 -7.917
H -3.705 0.535 -8.042
H -2.800 1.568 -6.962
H -3.569 -0.542 -6.097
H -1.071 -1.479 -7.086
H -2.551 -1.997 -7.803
H -2.482 -2.339 -4.820
H -1.778 -3.532 -5.938
H -4.659 -4.078 -4.452
H -3.388 -5.088 -5.089
H -4.808 -5.026 -5.952
C -2.811 5.619 -2.943
O -1.412 5.758 -2.759
H -2.923 5.682 -4.026
H -3.262 4.715 -2.535
H -3.374 6.451 -2.520
H -1.060 4.890 -2.968
C 5.418 0.243 -3.133
O 6.630 0.617 -3.736
H 4.635 0.330 -3.887
H 5.525 -0.745 -2.685
H 5.208 0.928 -2.311
H 7.354 0.459 -3.127
C 0.370 0.849 -1.592
O -0.261 1.481 -2.724
H 0.887 1.681 -1.115
H -0.294 0.294 -0.928
H 1.115 0.133 -1.938
H -0.782 0.941 -3.322
```

SMILES = CC1(C)CCCC(C)(C)N1O.CC1(C)CCCC(C)(C)N1O.COCCNCCOC.COCCNCCOC.COCCNCCOC.COCCNCCOC.CO.CO.CO
Frontier orbital gap = 8.31 eV

# 2
Entry from OMol25: 8 unconnected molecules or ions with the total composition C45H112N8O at a distorted geometry (ωB97M-V/def2-TZVPD).

Geometry as XYZ:
```
166
C45H112N8O | OMol25 | ωB97M-V/def2-TZVPD
C -5.147 -1.831 8.426
C -5.359 -1.305 9.852
N -5.327 0.158 9.891
C -3.948 0.643 9.671
C -4.018 2.119 9.058
C -5.942 0.663 11.112
C -7.479 0.560 10.987
H -5.758 -1.235 7.748
H -5.352 -2.901 8.397
H -4.083 -1.695 8.230
H -6.318 -1.653 10.236
H -4.548 -1.772 10.410
H -3.416 0.603 10.622
H -3.472 0.060 8.883
H -3.076 2.565 8.739
H -4.757 2.238 8.266
H -4.401 2.809 9.810
H -5.659 1.691 11.338
H -5.677 0.119 12.018
H -7.876 -0.456 10.990
H -7.907 1.023 10.097
H -7.973 0.920 11.889
C 1.371 -0.262 -0.595
C 1.081 0.482 0.672
N -0.199 -0.009 1.333
C -0.050 -1.350 1.888
C -1.325 -1.883 2.372
C -0.638 0.950 2.272
C 0.266 1.076 3.539
H 2.060 0.315 -1.212
H 0.436 -0.469 -1.114
H 1.706 -1.270 -0.348
H 1.907 0.321 1.364
H 0.872 1.532 0.471
H 0.281 -1.942 1.035
H 0.744 -1.560 2.604
H -2.159 -1.758 1.682
H -1.209 -2.937 2.625
H -1.629 -1.496 3.344
H -1.677 0.717 2.502
H -0.755 1.900 1.751
H 0.302 0.168 4.141
H -0.133 1.869 4.172
H 1.301 1.360 3.349
C 4.683 1.055 -7.937
C 4.152 0.134 -9.061
N 2.726 0.042 -9.087
C 2.342 -0.459 -10.431
C 2.123 0.777 -11.396
C 2.291 -1.018 -8.168
C 0.875 -0.723 -7.746
H 4.276 2.034 -8.192
H 5.768 1.080 -8.034
H 4.411 0.827 -6.906
H 4.480 0.550 -10.014
H 4.560 -0.876 -9.007
H 3.085 -1.125 -10.869
H 1.508 -1.153 -10.532
H 2.425 0.461 -12.394
H 1.085 1.101 -11.327
H 2.757 1.598 -11.062
H 2.954 -1.092 -7.305
H 2.400 -2.046 -8.512
H 0.131 -0.850 -8.532
H 0.851 0.181 -7.137
H 0.656 -1.563 -7.087
C -1.957 10.950 -0.903
C -2.795 10.169 0.144
N -2.061 8.987 0.659
C -1.641 8.007 -0.335
C -2.727 7.501 -1.335
C -2.704 8.291 1.791
C -2.886 9.243 2.940
H -1.980 10.393 -1.839
H -0.930 10.945 -0.536
H -2.310 11.957 -1.122
H -2.982 10.957 0.873
H -3.804 9.842 -0.107
H -0.958 7.224 -0.006
H -0.989 8.583 -0.993
H -3.449 6.967 -0.716
H -2.244 6.810 -2.025
H -3.337 8.264 -1.817
H -3.648 7.820 1.515
H -2.011 7.521 2.130
H -3.028 8.710 3.880
H -1.967 9.794 3.137
H -3.784 9.844 2.792
C -7.479 -6.325 -3.409
C -7.051 -5.586 -4.661
N -6.922 -4.139 -4.556
C -5.945 -3.798 -3.437
C -5.407 -2.375 -3.526
C -8.268 -3.507 -4.267
C -9.196 -3.453 -5.466
H -8.201 -7.104 -3.654
H -8.136 -5.715 -2.789
H -6.623 -6.828 -2.960
H -6.126 -6.002 -5.061
H -7.767 -5.874 -5.430
H -6.496 -3.938 -2.507
H -5.173 -4.565 -3.489
H -4.685 -2.135 -2.745
H -4.940 -2.345 -4.510
H -6.251 -1.685 -3.516
H -8.066 -2.453 -4.076
H -8.767 -3.984 -3.423
H -9.521 -4.474 -5.670
H -8.732 -2.989 -6.336
H -10.074 -2.834 -5.284
C -0.720 -9.001 0.635
C -0.517 -7.887 -0.357
N 0.722 -8.013 -1.090
C 1.949 -8.152 -0.281
C 2.305 -6.843 0.535
C 0.876 -7.002 -2.168
C 0.071 -7.291 -3.406
H -1.743 -8.984 1.011
H -0.060 -8.806 1.481
H -0.496 -9.962 0.173
H -1.270 -8.011 -1.135
H -0.710 -6.907 0.080
H 2.009 -9.000 0.402
H 2.762 -8.442 -0.946
H 2.435 -6.080 -0.232
H 1.463 -6.714 1.216
H 3.235 -6.901 1.100
H 1.923 -6.819 -2.410
H 0.505 -6.037 -1.823
H -0.977 -7.557 -3.270
H 0.532 -8.143 -3.907
H 0.095 -6.375 -3.996
C 8.026 4.903 -2.481
C 7.000 4.495 -1.409
N 7.624 3.825 -0.279
C 6.777 3.646 0.895
C 6.565 4.871 1.768
C 8.288 2.519 -0.588
C 7.366 1.449 -1.138
H 8.787 5.587 -2.104
H 7.602 5.530 -3.266
H 8.509 4.005 -2.867
H 6.450 5.370 -1.060
H 6.196 3.882 -1.814
H 5.850 3.241 0.489
H 7.288 2.963 1.574
H 6.276 4.632 2.791
H 7.356 5.598 1.950
H 5.747 5.444 1.331
H 8.938 2.130 0.196
H 9.026 2.642 -1.381
H 6.738 1.789 -1.961
H 6.757 1.127 -0.294
H 7.784 0.508 -1.496
C 8.217 -0.639 5.932
N 7.889 -1.439 4.752
C 6.478 -1.581 4.467
C 8.899 -1.929 3.967
O 8.712 -2.669 2.993
H 8.142 0.435 5.764
H 9.188 -0.760 6.414
H 7.445 -0.837 6.675
H 6.082 -0.590 4.246
H 6.270 -2.255 3.636
H 5.865 -2.048 5.237
H 9.891 -1.599 4.311
```

SMILES = CCN(CC)CC.CCN(CC)CC.CCN(CC)CC.CCN(CC)CC.CCN(CC)CC.CCN(CC)CC.CCN(CC)CC.CN(C)C=O
Frontier orbital gap = 8.45 eV